(1)
The following is a quantum chemistry calculation of 12 unconnected molecules or ions with the total composition C22H68N8O12 at a distorted geometry, from the OMol25 dataset.

The molecular weight is 636.83 u. The value obtained for the LUMO energy is -0.53 eV. The HOMO energy is -8.04 eV. The value obtained for the HOMO-LUMO gap is 7.50 eV. The structure (SMILES) is NC(N)=O.NC(N)=O.NC(N)=O.NC(N)=O.CC(C)O.CC(C)O.CC(C)O.CC(C)O.CC(C)O.CO.CO.CO.

The geometry in XYZ format:
```
110
Properties=species:S:1:pos:R:3:lowdin_charge:R:1
C 2.394 -0.536 -3.674 -0.09
O 2.648 -1.411 -2.573 -0.15
H 2.228 0.474 -3.377 0.04
H 1.334 -0.757 -3.852 0.07
H 3.188 -0.568 -4.480 0.13
H 2.896 -2.255 -2.927 0.11
C -4.324 1.616 -0.170 -0.06
O -3.164 1.114 -0.942 -0.15
H -4.113 1.394 0.888 0.06
H -5.209 1.033 -0.401 0.09
H -4.601 2.605 -0.260 0.07
H -3.506 1.255 -1.813 0.10
C 2.390 -3.009 0.053 -0.14
O 1.157 -3.119 -0.648 -0.13
H 3.126 -3.661 -0.461 0.10
H 2.213 -3.313 1.040 0.06
H 2.792 -2.030 0.144 0.04
H 0.804 -2.211 -0.664 0.01
C -3.511 -2.260 0.378 -0.57
O -4.431 -3.230 0.850 -0.10
N -3.772 -1.534 -0.683 0.13
N -2.383 -1.895 0.919 0.14
H -4.476 -1.840 -1.376 0.15
H -3.707 -0.493 -0.600 0.08
H -2.058 -2.683 1.484 0.15
H -1.670 -1.307 0.430 0.09
C 3.647 1.382 2.853 -0.65
O 4.149 1.675 4.087 -0.14
N 2.492 1.652 2.389 0.17
N 4.312 0.565 2.052 0.17
H 1.802 2.012 3.098 0.15
H 2.158 1.203 1.578 0.02
H 5.178 0.198 2.376 0.11
H 3.951 0.353 1.123 0.05
C -3.510 -0.334 3.861 -0.66
O -2.356 -0.864 4.425 -0.08
N -3.724 -0.325 2.621 0.12
N -4.463 0.303 4.463 0.16
H -3.064 -0.937 1.997 0.09
H -4.657 -0.016 2.196 0.15
H -4.435 0.104 5.431 0.11
H -5.386 0.655 4.188 0.13
C 0.374 -0.013 -0.373 -0.57
O 1.578 0.311 0.232 -0.07
N 0.268 -0.704 -1.461 0.14
N -0.802 0.199 0.080 0.16
H 1.099 -0.925 -1.980 0.06
H -0.563 -1.098 -1.952 0.09
H -0.822 0.700 0.977 0.09
H -1.690 0.459 -0.506 0.13
C 0.843 2.620 -2.531 -0.02
C -0.582 2.286 -2.878 -0.66
C -1.183 3.137 -4.014 -0.02
O -0.820 1.075 -3.074 0.03
H 0.965 3.618 -2.035 0.11
H 1.372 2.473 -3.523 0.10
H 1.228 1.850 -1.872 0.04
H -1.189 2.575 -2.034 0.10
H -1.356 4.136 -3.640 0.07
H -2.241 2.937 -4.306 0.09
H -0.465 3.161 -4.772 0.06
H -0.400 0.462 -2.540 -0.01
C 5.990 0.172 -1.987 -0.03
C 5.110 0.440 -0.778 -0.66
C 4.428 1.860 -0.929 -0.01
O 4.255 -0.373 -0.472 -0.03
H 6.427 -0.807 -1.993 0.07
H 6.781 0.926 -1.986 0.09
H 5.407 0.156 -2.922 0.07
H 5.819 0.448 0.058 0.14
H 5.127 2.681 -0.972 0.07
H 3.712 2.011 -0.051 0.08
H 3.732 1.933 -1.824 0.08
H 3.624 -0.458 -1.206 0.09
C 1.887 -1.279 4.677 -0.02
C 0.623 -1.951 4.008 -0.56
C 0.488 -1.331 2.616 -0.04
O 0.638 -3.241 3.993 0.03
H 1.880 -0.259 4.626 0.02
H 2.914 -1.675 4.388 0.11
H 1.851 -1.527 5.744 0.07
H -0.216 -1.596 4.638 0.11
H 1.421 -1.467 2.200 0.04
H 0.683 -0.250 2.663 0.08
H -0.268 -1.709 2.026 0.03
H -0.187 -3.531 3.624 0.10
C -2.846 -3.740 -3.435 -0.02
C -1.726 -3.037 -2.778 -0.65
C -0.528 -2.962 -3.662 -0.02
O -1.877 -1.817 -2.594 -0.06
H -3.252 -3.076 -4.300 0.14
H -3.598 -3.945 -2.733 0.06
H -2.639 -4.724 -3.797 0.08
H -1.656 -3.432 -1.783 0.15
H -0.837 -2.332 -4.520 0.11
H -0.157 -3.894 -4.078 0.09
H 0.382 -2.482 -3.279 0.05
H -2.650 -1.683 -2.017 0.07
C -2.343 3.975 2.895 -0.03
C -1.756 2.975 1.932 -0.64
C -0.430 3.422 1.332 -0.02
O -1.607 1.761 2.286 -0.02
H -1.765 4.025 3.887 0.12
H -3.338 3.725 3.214 0.06
H -2.196 4.956 2.489 0.07
H -2.450 2.948 1.034 0.12
H 0.413 3.287 1.969 0.05
H -0.418 4.494 0.966 0.11
H -0.358 2.761 0.404 0.08
H -2.450 1.358 2.612 0.10
```

=====

(2)
The following is a quantum chemistry calculation of a molecular structure, C22H69BN5O10Zr at a distorted geometry, from the OMol25 dataset.

The molecular weight is 665.86 u. The value obtained for the LUMO energy is -6.16 eV. The HOMO energy is -10.87 eV. The value obtained for the HOMO-LUMO gap is 4.71 eV. As for the net charge: +1.

The geometry in XYZ format:
```
108
Properties=species:S:1:pos:R:3:lowdin_charge:R:1
Zr 1.339 2.192 4.025 1.99
B -0.670 2.886 4.672 -0.35
H -0.219 3.472 3.765 0.00
H 0.206 2.922 5.429 -0.04
H -1.611 3.406 5.177 0.06
H -0.916 1.803 4.330 0.03
O 0.688 0.273 3.522 -0.37
C 0.277 0.049 2.171 -0.23
C 0.512 1.286 1.294 -0.24
O 1.105 2.373 1.983 -0.34
H -0.793 -0.162 2.097 0.09
H 0.852 -0.784 1.766 0.11
H -0.382 1.503 0.708 0.12
H 1.268 0.935 0.578 0.11
C 1.585 -6.218 2.047 -0.05
C 2.543 -5.250 1.383 -0.46
C 1.899 -3.876 1.243 -0.19
O 2.789 -2.908 0.692 -0.25
C 2.947 -3.032 -0.718 -0.06
N 3.804 -5.218 2.090 0.06
H 1.285 -5.867 3.038 0.08
H 2.114 -7.163 2.161 0.09
H 0.677 -6.348 1.458 0.07
H 2.725 -5.579 0.353 0.13
H 1.549 -3.518 2.216 0.12
H 1.039 -3.924 0.563 0.09
H 2.003 -2.784 -1.219 0.09
H 3.284 -4.023 -1.013 0.09
H 3.658 -2.259 -1.005 0.10
H 3.660 -5.257 3.093 0.08
H 4.292 -4.351 1.890 0.08
C -1.410 -2.469 -0.268 -0.06
C -2.334 -3.607 -0.687 -0.44
C -1.591 -4.874 -1.055 -0.21
O -0.923 -4.674 -2.283 -0.17
C 0.200 -5.506 -2.421 -0.11
N -3.335 -3.871 0.356 0.05
H -0.739 -2.113 -1.055 0.08
H -0.866 -2.801 0.618 0.06
H -2.028 -1.600 -0.013 0.06
H -2.900 -3.338 -1.588 0.13
H -2.321 -5.685 -1.170 0.14
H -0.856 -5.107 -0.266 0.11
H 0.543 -5.518 -3.451 0.09
H -0.058 -6.540 -2.151 0.09
H 1.021 -5.201 -1.756 0.07
H -2.854 -4.453 1.041 0.07
H -3.538 -2.993 0.820 0.04
C -2.525 5.172 -5.813 -0.07
C -1.186 4.610 -5.366 -0.44
C -1.291 3.834 -4.096 -0.21
O 0.025 3.575 -3.609 -0.18
C 0.015 2.936 -2.384 -0.16
N -0.652 3.714 -6.440 0.04
H -3.306 4.413 -5.825 0.08
H -2.437 5.672 -6.775 0.08
H -2.836 5.941 -5.097 0.08
H -0.495 5.456 -5.269 0.14
H -1.829 2.882 -4.155 0.14
H -1.780 4.453 -3.323 0.13
H -0.654 2.062 -2.258 0.09
H -0.380 3.672 -1.660 0.09
H 0.961 2.507 -2.056 0.06
H -0.339 4.309 -7.202 0.07
H 0.211 3.307 -6.086 0.06
C -3.692 0.989 1.639 -0.08
C -5.200 0.999 1.563 -0.43
C -5.716 -0.092 0.636 -0.23
O -5.467 0.295 -0.681 -0.18
C -5.557 -0.785 -1.587 -0.09
N -5.738 0.785 2.920 0.04
H -3.206 0.819 0.671 0.07
H -3.204 0.242 2.277 0.05
H -3.317 1.947 2.023 0.07
H -5.497 1.977 1.165 0.14
H -6.782 -0.281 0.834 0.13
H -5.159 -1.008 0.898 0.12
H -5.638 -0.418 -2.608 0.09
H -6.411 -1.433 -1.383 0.09
H -4.611 -1.343 -1.543 0.08
H -5.571 1.594 3.502 0.07
H -6.733 0.607 2.853 0.07
C 3.997 2.904 -2.475 -0.05
C 4.643 3.041 -1.101 -0.43
C 4.502 4.444 -0.561 -0.21
O 5.240 4.554 0.649 -0.19
C 4.840 5.656 1.408 -0.13
N 4.061 2.035 -0.205 0.05
H 3.902 1.844 -2.690 0.08
H 4.505 3.561 -3.177 0.09
H 2.969 3.287 -2.428 0.06
H 5.709 2.827 -1.204 0.15
H 3.446 4.714 -0.404 0.13
H 4.922 5.186 -1.256 0.14
H 3.784 5.564 1.704 0.08
H 4.937 6.600 0.854 0.09
H 5.494 5.719 2.275 0.09
H 3.130 2.321 0.083 0.05
H 4.601 1.920 0.645 0.06
O 2.686 -1.711 4.253 -0.06
H 2.302 -2.482 4.684 0.05
H 1.932 -1.247 3.865 -0.03
O 3.772 -0.674 1.882 -0.08
H 4.190 -0.267 1.114 0.01
H 3.349 -1.480 1.528 0.00
O -2.113 -2.324 3.256 -0.05
H -1.425 -1.668 3.390 0.00
H -2.896 -1.965 3.688 0.05
```

=====

(3)
The following is a quantum chemistry calculation of 13 unconnected molecules or ions with the total composition C22H70N8O22 at a distorted geometry, from the OMol25 dataset.

The molecular weight is 798.84 u. The value obtained for the LUMO energy is -0.39 eV. The HOMO energy is -8.81 eV. The value obtained for the HOMO-LUMO gap is 8.42 eV.

The geometry in XYZ format:
```
122
Properties=species:S:1:pos:R:3:lowdin_charge:R:1
C -17.811 -12.293 6.642 -0.75
O -19.013 -12.640 6.494 -0.02
N -17.334 -11.118 6.924 0.17
N -16.816 -13.106 6.668 0.17
H -18.061 -10.423 7.021 0.12
H -16.396 -10.929 7.246 0.06
H -15.895 -12.707 6.552 0.06
H -17.018 -14.090 6.556 0.12
C -11.896 -11.281 0.825 -0.77
O -13.014 -10.793 0.569 0.01
N -11.640 -12.382 1.354 0.19
N -10.789 -10.660 0.549 0.18
H -12.366 -12.970 1.738 0.08
H -10.688 -12.607 1.608 0.13
H -9.942 -11.126 0.840 0.11
H -10.887 -9.725 0.181 0.13
C -11.232 -11.016 5.062 -0.77
O -12.315 -10.587 4.798 0.07
N -10.257 -10.417 5.705 0.18
N -10.835 -12.183 4.622 0.18
H -9.445 -10.977 5.923 0.11
H -10.297 -9.428 5.906 0.12
H -10.187 -12.697 5.201 0.11
H -11.545 -12.678 4.101 0.07
C -16.400 -12.795 0.586 -0.85
O -17.561 -13.063 0.318 0.02
N -15.773 -13.342 1.580 0.18
N -15.681 -11.975 -0.005 0.20
H -14.786 -13.354 1.792 0.09
H -16.441 -13.804 2.180 0.11
H -16.203 -11.377 -0.630 0.14
H -14.727 -11.784 0.265 0.07
C -10.399 -18.656 1.663 -0.25
C -10.289 -19.658 2.845 -0.23
O -11.501 -19.664 3.558 -0.08
O -10.408 -17.371 2.175 -0.06
H -11.287 -18.819 1.053 0.11
H -9.486 -18.852 1.100 0.12
H -9.416 -19.418 3.450 0.12
H -10.144 -20.720 2.649 0.12
H -11.402 -19.158 4.368 0.01
H -11.149 -17.404 2.785 0.06
C -16.509 -17.294 0.158 -0.25
C -16.033 -17.588 1.556 -0.18
O -15.921 -16.423 2.413 -0.08
O -15.408 -16.892 -0.601 -0.06
H -17.377 -16.635 0.121 0.13
H -16.912 -18.126 -0.419 0.12
H -15.069 -18.092 1.483 0.13
H -16.811 -18.242 1.949 0.12
H -16.762 -16.024 2.649 0.09
H -15.727 -16.365 -1.338 0.10
C -12.414 -15.335 -1.423 -0.22
C -12.538 -15.945 -0.077 -0.21
O -13.446 -15.267 0.816 -0.10
O -11.809 -14.028 -1.412 -0.06
H -13.375 -15.261 -1.931 0.11
H -11.884 -15.879 -2.204 0.12
H -11.605 -15.853 0.478 0.12
H -12.683 -17.022 -0.167 0.12
H -14.287 -15.067 0.398 0.07
H -11.788 -13.809 -0.478 0.03
C -13.997 -9.983 8.569 -0.18
C -14.106 -11.381 7.922 -0.20
O -14.450 -11.413 6.509 -0.11
O -15.276 -9.247 8.504 -0.07
H -13.237 -9.502 7.953 0.11
H -13.613 -10.133 9.579 0.12
H -14.831 -12.041 8.399 0.10
H -13.070 -11.719 7.948 0.11
H -13.819 -10.918 5.981 0.05
H -15.581 -9.045 9.392 0.08
C -14.335 -15.230 10.422 -0.21
C -15.320 -15.132 9.285 -0.24
O -16.567 -15.701 9.707 -0.04
O -12.982 -14.946 10.090 -0.08
H -14.353 -16.235 10.843 0.12
H -14.708 -14.526 11.165 0.13
H -14.966 -15.455 8.306 0.12
H -15.475 -14.066 9.120 0.10
H -16.361 -16.639 9.694 0.08
H -12.371 -15.300 10.742 0.10
C -17.787 -17.944 5.749 -0.25
C -18.790 -17.552 6.925 -0.24
O -19.808 -16.871 6.290 -0.07
O -18.326 -18.870 4.854 -0.05
H -17.106 -18.667 6.199 0.11
H -17.150 -17.131 5.400 0.10
H -18.279 -16.815 7.545 0.10
H -19.176 -18.447 7.412 0.12
H -20.392 -16.491 6.951 0.09
H -18.802 -18.273 4.273 0.08
C -9.018 -15.192 7.602 -0.19
C -9.819 -14.226 8.574 -0.23
O -11.185 -14.164 8.227 -0.08
O -9.132 -16.553 8.031 -0.09
H -7.963 -15.009 7.396 0.12
H -9.597 -15.199 6.678 0.10
H -9.399 -13.222 8.639 0.10
H -9.658 -14.473 9.623 0.11
H -11.809 -14.509 8.870 0.02
H -10.086 -16.651 8.075 0.02
C -12.566 -18.277 7.784 -0.19
C -12.119 -18.156 6.283 -0.14
O -10.878 -18.905 6.039 -0.07
O -11.785 -17.419 8.551 -0.09
H -12.558 -19.244 8.287 0.12
H -13.581 -17.934 7.987 0.11
H -11.990 -17.118 5.978 0.10
H -12.827 -18.601 5.583 0.12
H -10.231 -18.415 6.551 0.08
H -12.004 -17.318 9.480 0.09
C -13.624 -15.000 5.325 -0.21
C -12.515 -15.074 4.303 -0.20
O -12.752 -14.243 3.157 -0.10
O -14.572 -16.067 5.132 -0.08
H -14.015 -13.984 5.375 0.11
H -13.318 -15.126 6.364 0.10
H -12.291 -16.089 3.977 0.11
H -11.575 -14.729 4.735 0.10
H -13.036 -14.838 2.459 0.03
H -14.865 -16.175 4.225 0.04
```

=====

(4)
The following is a quantum chemistry calculation of 13 unconnected molecules or ions with the total composition C22H72F6N4O12P at a distorted geometry, from the OMol25 dataset.

The molecular weight is 729.80 u. The value obtained for the LUMO energy is 2.36 eV. The HOMO energy is -7.30 eV. The value obtained for the HOMO-LUMO gap is 9.66 eV. As for the net charge: -1.

The geometry in XYZ format:
```
117
Properties=species:S:1:pos:R:3:lowdin_charge:R:1
P 5.942 1.618 -13.619 0.23
F 7.233 2.451 -13.131 -0.12
F 6.293 1.889 -15.195 -0.16
F 6.783 0.235 -13.702 -0.14
F 4.643 0.758 -14.081 -0.15
F 5.662 1.319 -12.042 -0.16
F 4.902 2.861 -13.585 -0.14
C 11.762 1.220 -12.751 -0.08
C 10.570 2.131 -12.388 -0.32
O 10.906 3.468 -12.731 -0.08
H 11.640 0.233 -12.293 0.06
H 12.693 1.604 -12.336 0.07
H 11.802 1.087 -13.833 0.06
H 10.435 2.122 -11.306 0.10
H 9.665 1.795 -12.898 0.09
H 10.828 3.533 -13.690 0.08
C 8.497 -0.566 -11.090 -0.08
C 8.880 -1.488 -12.232 -0.34
O 9.868 -2.437 -11.827 -0.08
H 9.494 -0.278 -10.751 0.07
H 8.008 -1.207 -10.354 0.08
H 7.877 0.268 -11.403 0.05
H 9.306 -0.949 -13.086 0.10
H 8.041 -2.001 -12.714 0.11
H 9.409 -3.276 -11.742 0.07
C 8.415 0.038 -17.294 -0.08
C 9.488 0.720 -16.436 -0.32
O 8.930 1.857 -15.805 -0.08
H 8.825 -0.664 -18.023 0.07
H 7.920 0.821 -17.869 0.07
H 7.678 -0.514 -16.710 0.07
H 10.337 1.051 -17.043 0.10
H 10.043 0.040 -15.777 0.10
H 8.055 1.600 -15.474 0.02
C 6.445 10.406 -12.602 -0.08
C 6.434 8.890 -12.701 -0.45
C 5.259 8.357 -13.529 -0.21
O 5.228 6.954 -13.420 -0.21
C 4.050 6.282 -13.811 -0.08
N 7.733 8.460 -13.180 0.05
H 6.673 10.860 -13.571 0.07
H 7.242 10.798 -11.969 0.07
H 5.497 10.773 -12.203 0.07
H 6.288 8.469 -11.701 0.14
H 5.338 8.716 -14.563 0.13
H 4.321 8.803 -13.173 0.12
H 4.195 5.204 -13.815 0.07
H 3.742 6.597 -14.813 0.10
H 3.262 6.533 -13.097 0.08
H 8.008 8.962 -14.024 0.07
H 7.570 7.546 -13.611 0.05
C 7.198 5.421 -5.769 -0.07
C 7.370 3.917 -5.653 -0.45
C 7.755 3.184 -6.944 -0.23
O 6.677 3.209 -7.841 -0.19
C 6.811 2.253 -8.888 -0.09
N 8.382 3.706 -4.630 0.02
H 6.491 5.537 -6.602 0.08
H 8.098 5.943 -6.095 0.08
H 6.709 5.889 -4.919 0.07
H 6.429 3.452 -5.348 0.14
H 7.992 2.153 -6.660 0.12
H 8.638 3.676 -7.374 0.13
H 7.649 2.549 -9.529 0.09
H 5.958 2.413 -9.544 0.08
H 6.982 1.232 -8.546 0.09
H 8.551 2.752 -4.335 0.06
H 9.268 4.076 -4.955 0.07
C -1.176 -0.170 -19.254 -0.08
C -0.799 0.703 -18.076 -0.45
C 0.690 0.697 -17.707 -0.20
O 0.918 1.621 -16.658 -0.21
C 2.046 1.299 -15.876 -0.10
N -1.284 2.065 -18.333 0.03
H -0.579 0.088 -20.134 0.08
H -2.217 -0.108 -19.564 0.07
H -0.987 -1.217 -19.002 0.08
H -1.410 0.324 -17.251 0.14
H 1.251 1.043 -18.582 0.13
H 1.003 -0.302 -17.390 0.13
H 1.758 0.459 -15.236 0.10
H 2.339 2.185 -15.316 0.06
H 2.941 0.971 -16.415 0.09
H -0.934 2.405 -19.225 0.07
H -0.840 2.665 -17.642 0.06
C 0.588 7.240 -15.224 -0.06
C -0.470 6.209 -14.787 -0.43
C 0.236 4.900 -14.442 -0.22
O 1.244 5.097 -13.466 -0.20
C 1.784 3.853 -13.083 -0.12
N -1.198 6.769 -13.653 0.03
H 1.129 6.890 -16.108 0.08
H 1.351 7.381 -14.461 0.06
H 0.069 8.145 -15.537 0.07
H -1.134 6.021 -15.633 0.13
H 0.655 4.441 -15.347 0.12
H -0.511 4.178 -14.089 0.12
H 2.241 3.937 -12.094 0.10
H 2.501 3.454 -13.803 0.06
H 1.055 3.060 -12.875 0.09
H -1.914 6.145 -13.303 0.07
H -0.475 6.853 -12.943 0.07
O 5.013 -2.181 -14.798 -0.06
H 5.644 -1.453 -14.783 0.00
H 4.240 -1.832 -14.346 0.01
O 5.026 -1.298 -11.843 -0.06
H 5.439 -0.534 -12.264 -0.03
H 4.929 -1.037 -10.923 0.04
O 6.045 3.469 -17.429 -0.06
H 5.902 3.008 -18.261 0.02
H 5.715 2.863 -16.753 0.00
O 7.473 5.148 -14.167 -0.05
H 6.630 5.613 -14.122 0.00
H 7.238 4.256 -13.888 -0.01
O 2.562 0.396 -11.741 -0.07
H 3.294 0.899 -12.124 0.00
H 2.679 -0.494 -12.089 0.02
```

=====

Number 1: calculated total energy -60397.8886 eV. Number 2: calculated total energy -53803.8459 eV. Number 3: calculated total energy -80910.4972 eV. Number 4: calculated total energy -80112.5907 eV.